[1]
Here is a structure of composition CHF3NO in a non-equilibrium geometry from OMol25. Energies are from ωB97M-V/def2-TZVPD.

```
! wB97M-V def2-TZVPD RIJCOSX def2/J DEFGRID3
* xyz -1 1
C -0.65 -0.28 -0.10
N 1.25 0.12 -0.08
O 1.65 1.13 -0.78
F -1.70 0.58 -0.45
F -0.67 -1.49 -0.70
F -1.17 -0.56 1.17
H 1.29 0.50 0.94
*
```

Computed properties:
- frontier orbital gap (alpha / beta) (eV) = 7.03 / 7.03
- ΔE to the lowest compared entry with this formula, charge and spin (kcal per mole) = 43.1



[2]
Here is a structure of composition C20H43GdN2OP3 in a non-equilibrium geometry from OMol25. Energies are from ωB97M-V/def2-TZVPD.

```
! wB97M-V def2-TZVPD RIJCOSX def2/J DEFGRID3
* xyz 3 8
Gd -0.19 -0.34 -0.06
P 0.52 -3.21 -1.36
P 2.54 -0.18 0.80
P -3.00 0.00 -0.30
H 2.08 4.00 -0.14
C 1.14 4.49 0.07
C 0.52 4.43 1.26
H 0.96 3.86 2.10
C 1.34 -2.87 -2.87
C 1.51 -4.15 -0.12
C -1.15 -3.90 -1.42
C 2.89 1.46 1.56
C 3.10 -1.34 2.11
C 3.96 -0.29 -0.35
C -3.43 1.69 0.29
C -4.23 -0.93 0.67
C -3.60 -0.09 -2.03
H 0.66 5.02 -0.78
H -0.45 4.90 1.45
H 1.61 -3.88 -3.22
H 2.23 -2.25 -2.74
H 0.64 -2.37 -3.56
H 1.68 -5.03 -0.74
H 0.83 -4.29 0.75
H 2.43 -3.57 0.15
H -0.98 -4.70 -2.16
H -1.93 -3.17 -1.76
H -1.35 -4.28 -0.40
H 3.95 1.72 1.42
H 2.67 1.44 2.63
H 2.27 2.23 1.08
H 4.20 -1.33 2.19
H 2.77 -2.35 1.87
H 2.67 -1.05 3.08
H 4.90 -0.39 0.21
H 4.01 0.62 -0.97
H 3.85 -1.15 -1.01
H -4.29 2.08 -0.27
H -2.57 2.37 0.18
H -3.69 1.61 1.36
H -5.22 -0.85 0.19
H -4.26 -0.49 1.67
H -3.91 -1.97 0.74
H -4.62 0.32 -2.09
H -3.60 -1.14 -2.36
H -2.92 0.48 -2.68
C 0.04 1.14 -2.87
C 0.55 0.37 -3.98
C 0.22 0.78 -5.28
C -0.60 1.86 -5.50
C -1.08 2.62 -4.45
C -0.73 2.29 -3.15
O 0.20 0.93 -1.59
H 0.44 -2.19 -0.20
H 1.28 -0.45 -3.83
H 0.63 0.26 -6.13
H -0.88 2.16 -6.47
H -1.70 3.51 -4.51
H -0.96 2.91 -2.21
C -1.35 1.06 5.41
N -0.20 0.41 4.72
C 0.64 -0.46 5.61
C -0.28 0.14 3.46
N -0.37 -0.12 2.30
H -1.21 0.96 6.50
H -2.29 0.57 5.10
H -1.42 2.12 5.13
H 0.50 -1.51 5.34
H 1.70 -0.21 5.48
H 0.33 -0.29 6.65
*
```

Computed properties:
- frontier orbital gap (alpha / beta) (eV) = 5.89 / 4.42
- ⟨S²⟩ = 16.08



[3]
Here is a cluster of 2 separate species, H2 in total in a non-equilibrium geometry from OMol25. Energies are from ωB97M-V/def2-TZVPD.

```
! wB97M-V def2-TZVPD RIJCOSX def2/J DEFGRID3
* xyz 0 1
H 0.00 0.00 0.66
H 0.00 0.00 -0.66
*
```

Computed properties:
- frontier orbital gap (eV) = 12.30
- ΔE to the lowest compared entry with this formula, charge and spin (kcal per mole) = 53.3



[4]
Here is a cluster of 2 separate species, CH5NP2 in total in a non-equilibrium geometry from OMol25. Energies are from ωB97M-V/def2-TZVPD.

```
! wB97M-V def2-TZVPD RIJCOSX def2/J DEFGRID3
* xyz 0 1
C 0.10 -0.39 -1.63
N -1.41 -0.59 0.40
P -2.28 -1.79 0.75
P -0.60 0.66 -0.21
H -0.53 -0.52 -2.50
H 0.51 -1.29 -1.19
H 0.94 0.33 -2.01
H 1.29 -1.27 2.82
H 1.32 -1.35 2.11
*
```

Computed properties:
- frontier orbital gap (alpha / beta) (eV) = 6.47 / 6.45
- ΔE to the lowest compared entry with this formula, charge and spin (kcal per mole) = 35.0



[5]
Here is a cluster of 2 separate species, C4H12O in total in a non-equilibrium geometry from OMol25. Energies are from ωB97M-V/def2-TZVPD.

```
! wB97M-V def2-TZVPD RIJCOSX def2/J DEFGRID3
* xyz 0 1
C 0.35 -0.25 0.40
C 0.65 0.89 -0.72
C 0.57 0.14 -2.01
C -0.82 -0.14 -2.75
H 1.17 -0.67 1.00
H -0.37 -1.09 0.09
H -0.33 0.30 1.05
H 1.36 1.81 -0.57
H -0.25 1.51 -0.55
H 1.19 0.62 -2.75
H 1.05 -0.84 -1.96
H -1.38 0.80 -2.81
H -1.31 -1.03 -2.32
H -0.75 -0.29 -3.81
O -0.34 -0.25 5.67
H -1.04 -0.60 6.28
H 0.27 -0.93 5.76
*
```

Computed properties:
- SMILES = CCCC.O
- frontier orbital gap (eV) = 11.49
- ΔE to the lowest compared entry with this formula, charge and spin (kcal per mole) = 38.5



[6]
Here is a cluster of 2 separate species, C2H6N2OS in total in a non-equilibrium geometry from OMol25. Energies are from ωB97M-V/def2-TZVPD.

```
! wB97M-V def2-TZVPD RIJCOSX def2/J DEFGRID3
* xyz 0 1
C -0.55 1.18 0.07
N -1.53 0.97 -0.69
N -2.17 -0.07 -1.03
O -2.34 -1.07 -0.05
H -0.05 2.16 0.13
H -0.15 0.39 0.67
H -3.02 -0.03 -1.59
H -1.58 -1.71 0.05
C 2.92 -0.57 0.63
S 2.11 0.21 -0.56
H 2.88 -1.58 1.03
H 3.49 0.13 1.35
*
```

Computed properties:
- SMILES = C=NNO.C=S
- frontier orbital gap (eV) = 8.16
- ΔE to the lowest compared entry with this formula, charge and spin (kcal per mole) = 127.2



[7]
Here is an isolated molecule of C4H8INO2 in a non-equilibrium geometry from OMol25. Energies are from ωB97M-V/def2-TZVPD.

```
! wB97M-V def2-TZVPD RIJCOSX def2/J DEFGRID3
* xyz 0 3
C 0.38 1.19 -1.46
C 1.08 -1.35 -0.03
C -1.16 -1.01 1.08
C -0.22 0.82 -0.14
N -0.09 -0.47 0.35
O 0.38 2.47 -1.73
O 0.63 0.35 -2.29
I 0.44 2.44 1.49
H 1.49 -1.14 -1.02
H 1.87 -1.19 0.81
H 0.76 -2.37 -0.11
H -0.76 -1.48 1.98
H -1.83 -0.25 1.44
H -1.70 -1.81 0.44
H -1.38 1.00 0.04
H 0.10 2.80 -0.84
*
```

Computed properties:
- frontier orbital gap (alpha / beta) (eV) = 6.41 / 6.42
- ⟨S²⟩ = 2.01
- ΔE to the lowest compared entry with this formula, charge and spin (kcal per mole) = 4.7



[8]
Here is a cluster of 3 separate species, CH8N2O3 in total in a non-equilibrium geometry from OMol25. Energies are from ωB97M-V/def2-TZVPD.

```
! wB97M-V def2-TZVPD RIJCOSX def2/J DEFGRID3
* xyz 0 1
N 1.11 -1.24 0.14
C 1.59 0.05 -0.17
N 1.17 0.51 -1.34
O 2.06 0.87 0.70
H 0.46 -1.68 -0.42
H 0.83 -1.45 1.12
H 1.41 1.55 -1.57
H 0.89 -0.05 -2.10
O -0.88 0.78 1.20
H -0.93 0.65 2.17
H 0.05 0.93 0.97
O -2.63 -0.71 -0.23
H -3.21 -0.04 -0.68
H -1.93 -0.19 0.23
*
```

Computed properties:
- SMILES = NC(N)=O.O.O
- frontier orbital gap (eV) = 10.96
- ΔE to the lowest compared entry with this formula, charge and spin (kcal per mole) = 24.8



no.,total energy (a.u.)
1,-468.20830
2,-2761.28301
3,-1.07591
4,-778.45812
5,-234.77122
6,-662.56410
7,-660.00362
8,-378.14795